No. 1
{
  "formula": "C9H6N2O2S2",
  "method": "the ωB97M-V functional and the def2-TZVPD basis",
  "elements": ["C", "C", "C", "C", "C", "C", "C", "C", "C", "N", "N", "O", "O", "S", "S", "H", "H", "H", "H", "H", "H"],
  "coordinates": [[0.806, -0.059, 3.015], [-0.398, -0.633, 2.658], [1.440, 0.560, 2.027], [-0.877, -0.640, 1.348], [1.023, 0.613, 0.655], [-0.224, 0.060, 0.338], [0.896, 1.614, -1.559], [1.718, 1.393, -0.370], [-0.161, 0.863, -1.806], [-2.145, -0.427, -2.965], [-2.964, -2.674, -1.967], [2.911, 1.694, -0.335], [-0.687, -0.028, -0.965], [-1.054, 0.620, -3.370], [-1.900, -1.941, -2.641], [1.146, -0.184, 4.049], [-1.047, -0.865, 3.448], [2.485, 1.055, 2.059], [-1.693, -1.173, 0.947], [1.211, 2.376, -2.213], [-0.487, -2.225, -2.354]],
  "total_charge": 0,
  "orbital_gap_ev": [6.900, 6.909],
  "lumo_ev": [-1.901, -1.893]
}

***

No. 2
{
  "formula": "CaH18N3O18",
  "method": "the ωB97M-V functional and the def2-TZVPD basis",
  "elements": ["Ca", "N", "O", "O", "O", "N", "O", "O", "O", "N", "O", "O", "O", "O", "H", "H", "O", "H", "H", "O", "H", "H", "O", "H", "H", "O", "H", "H", "O", "H", "H", "O", "H", "H", "O", "H", "H", "O", "H", "H"],
  "coordinates": [[-2.628, 1.366, 0.874], [0.381, -0.147, -0.190], [-0.825, 0.176, -0.296], [1.125, -0.012, -1.202], [0.867, -0.605, 0.862], [-3.698, 1.117, -2.613], [-3.181, 1.983, -3.316], [-4.605, 0.375, -3.006], [-3.243, 0.937, -1.421], [-1.888, -1.660, 2.407], [-1.598, -2.656, 1.769], [-1.442, -1.456, 3.559], [-2.686, -0.790, 1.868], [-0.950, 1.337, 2.736], [-0.635, 0.453, 3.028], [-0.603, 1.940, 3.398], [-0.833, 2.932, 0.085], [-0.294, 2.676, -0.704], [-0.436, 3.732, 0.440], [-3.595, -2.079, -0.747], [-2.825, -1.987, -0.165], [-3.634, -1.254, -1.257], [1.567, -0.579, 3.689], [1.537, -0.756, 2.734], [1.369, -1.434, 4.091], [4.075, -1.073, -1.831], [4.642, -1.572, -1.234], [3.330, -0.788, -1.283], [2.269, 2.578, 0.918], [2.307, 2.785, -0.023], [2.321, 1.612, 0.954], [0.454, 2.333, -2.271], [1.270, 2.543, -2.739], [0.486, 1.363, -2.125], [2.319, -3.015, 0.504], [3.079, -2.812, 1.058], [1.666, -2.310, 0.713], [1.770, -1.737, -3.385], [1.284, -2.509, -3.076], [1.480, -1.010, -2.805]],
  "total_charge": -1,
  "orbital_gap_ev": 7.664,
  "lumo_ev": 1.073
}

***

No. 3
{
  "formula": "C25H29AuIN6",
  "method": "the ωB97M-V functional and the def2-TZVPD basis",
  "elements": ["Au", "C", "C", "C", "N", "C", "C", "C", "C", "C", "C", "C", "N", "C", "C", "C", "N", "C", "C", "C", "C", "C", "C", "C", "N", "C", "C", "H", "H", "H", "H", "H", "H", "H", "H", "H", "H", "H", "H", "H", "H", "H", "H", "H", "H", "H", "H", "H", "H", "H", "H", "H", "H", "I", "C", "C", "N", "N", "C", "H", "H", "H"],
  "coordinates": [[0.026, -0.093, 0.585], [-3.703, -0.198, -0.928], [-3.189, -1.216, 0.081], [-2.128, -2.134, -0.498], [-0.742, -1.638, -0.528], [0.188, -2.511, -0.934], [-0.157, -3.760, -1.498], [0.596, -4.687, -2.192], [1.935, -4.666, -2.555], [2.848, -3.715, -2.158], [2.693, -2.636, -1.295], [1.567, -2.126, -0.638], [1.678, -1.177, 0.310], [3.005, -0.626, 0.567], [3.079, 0.593, 1.485], [2.050, 0.697, 2.594], [0.767, 1.060, 2.029], [-0.179, 1.698, 2.739], [-0.039, 1.957, 4.104], [-0.776, 2.794, 4.933], [-1.772, 3.690, 4.607], [-2.289, 3.902, 3.336], [-2.094, 3.208, 2.157], [-1.331, 2.047, 1.912], [-1.475, 1.286, 0.828], [-2.295, 1.801, -0.276], [-2.652, 0.812, -1.366], [-4.564, 0.333, -0.513], [-4.073, -0.739, -1.804], [-4.019, -1.856, 0.388], [-2.828, -0.739, 0.993], [-2.422, -2.399, -1.520], [-2.131, -3.061, 0.085], [-1.197, -4.031, -1.421], [0.033, -5.547, -2.536], [2.290, -5.473, -3.182], [3.859, -3.842, -2.529], [3.619, -2.122, -1.093], [3.456, -0.326, -0.386], [3.625, -1.431, 0.975], [3.008, 1.506, 0.890], [4.072, 0.596, 1.937], [2.369, 1.498, 3.263], [1.986, -0.228, 3.181], [0.765, 1.426, 4.594], [-0.479, 2.771, 5.975], [-2.160, 4.311, 5.404], [-2.991, 4.725, 3.252], [-2.652, 3.596, 1.320], [-1.763, 2.652, -0.716], [-3.235, 2.178, 0.133], [-1.754, 0.320, -1.743], [-3.045, 1.401, -2.197], [3.610, 2.933, -4.574], [2.230, 1.712, -3.661], [1.584, 0.629, -4.203], [0.778, 0.148, -3.233], [0.861, 0.848, -2.093], [1.744, 1.802, -2.344], [1.636, 0.182, -5.181], [0.177, -0.657, -3.278], [2.000, 2.523, -1.583]],
  "total_charge": 1,
  "orbital_gap_ev": 7.010,
  "lumo_ev": -3.114
}

***

No. 4
{
  "formula": "C4H12N2S",
  "method": "the ωB97M-V functional and the def2-TZVPD basis",
  "elements": ["C", "N", "C", "C", "S", "C", "N", "H", "H", "H", "H", "H", "H", "H", "H", "H", "H", "H", "H"],
  "coordinates": [[2.197, -1.333, -0.644], [0.785, -0.715, -1.100], [-0.029, -0.172, 0.081], [-1.550, -0.673, -0.275], [-2.853, -0.253, 1.014], [0.065, 1.310, -0.002], [-0.475, 1.920, 1.263], [2.505, -0.951, 0.342], [2.858, -1.137, -1.473], [2.307, -2.451, -0.497], [0.081, -0.968, -1.811], [0.455, -0.648, 0.985], [-1.449, -1.805, -0.231], [-1.736, -0.476, -1.299], [-3.030, 1.033, 0.784], [1.107, 1.688, 0.020], [-0.508, 1.629, -0.914], [-0.798, 1.364, 2.053], [0.069, 2.638, 1.703]],
  "total_charge": 0,
  "orbital_gap_ev": 9.443,
  "lumo_ev": 0.993,
  "smiles": "CN[C@@H](CN)CS"
}

***

No. 5
{
  "formula": "C2H10O3",
  "method": "the ωB97M-V functional and the def2-TZVPD basis",
  "elements": ["C", "C", "O", "H", "H", "H", "H", "H", "H", "O", "H", "H", "O", "H", "H"],
  "coordinates": [[-0.876, -0.119, -2.092], [0.096, 0.071, -0.935], [-0.525, -0.243, 0.313], [-1.187, -1.160, -2.159], [-0.431, 0.197, -3.034], [-1.715, 0.545, -1.879], [0.431, 1.113, -0.978], [1.002, -0.538, -1.016], [-0.331, 0.495, 0.899], [-0.261, 2.306, 2.317], [0.259, 2.232, 3.126], [-0.982, 2.906, 2.540], [1.818, -2.782, 0.805], [1.686, -2.547, 1.729], [1.016, -2.475, 0.363]],
  "total_charge": 0,
  "orbital_gap_ev": 10.677,
  "lumo_ev": 0.468,
  "smiles": "CCO.O.O"
}

***

No. 6
{
  "formula": "C34H42MoP",
  "method": "the ωB97M-V functional and the def2-TZVPD basis",
  "elements": ["C", "C", "C", "C", "C", "Mo", "C", "C", "H", "C", "H", "H", "C", "H", "H", "H", "C", "H", "H", "H", "C", "H", "H", "H", "C", "H", "H", "H", "C", "H", "H", "H", "C", "H", "H", "H", "C", "H", "H", "H", "C", "C", "C", "C", "H", "C", "H", "C", "H", "H", "H", "C", "P", "C", "C", "C", "C", "C", "C", "C", "C", "C", "C", "C", "C", "H", "H", "H", "H", "H", "H", "H", "H", "H", "H", "H", "H", "H"],
  "coordinates": [[1.527, -2.359, 0.148], [2.015, -1.614, -0.990], [1.050, -1.746, -2.056], [-0.034, -2.569, -1.574], [0.238, -2.911, -0.200], [0.119, -0.739, -0.320], [-1.899, 1.269, -2.057], [-1.732, 0.708, -0.696], [-1.697, 1.460, 0.103], [-2.103, -0.619, -0.326], [-2.592, -1.273, -1.052], [-2.405, -0.803, 0.707], [-2.725, 2.545, -2.084], [-2.338, 3.288, -1.372], [-2.724, 2.996, -3.084], [-3.763, 2.306, -1.805], [-2.304, 0.293, -3.141], [-1.561, -0.507, -3.271], [-3.272, -0.165, -2.879], [-2.425, 0.799, -4.109], [3.334, -0.925, -1.084], [3.547, -0.346, -0.177], [4.151, -1.648, -1.215], [3.356, -0.237, -1.932], [1.232, -1.235, -3.444], [1.742, -0.269, -3.435], [1.832, -1.933, -4.045], [0.273, -1.102, -3.952], [-1.149, -3.130, -2.391], [-1.251, -2.605, -3.345], [-0.966, -4.190, -2.620], [-2.104, -3.076, -1.859], [-0.607, -3.771, 0.680], [-1.645, -3.784, 0.333], [-0.242, -4.806, 0.699], [-0.605, -3.396, 1.709], [2.295, -2.665, 1.389], [1.624, -2.869, 2.229], [2.928, -3.553, 1.247], [2.955, -1.839, 1.668], [0.967, 1.968, -1.847], [-0.144, 1.912, -2.599], [2.231, 2.274, -2.251], [-0.023, 2.190, -3.951], [0.153, 1.951, -0.950], [2.377, 2.504, -3.636], [3.048, 2.316, -1.547], [1.252, 2.474, -4.471], [-0.893, 2.173, -4.619], [3.367, 2.723, -4.049], [1.362, 2.675, -5.535], [2.242, 1.133, 2.101], [0.557, 0.520, 1.885], [0.259, -0.609, 3.293], [-0.914, -1.390, 3.288], [-1.097, -2.397, 4.237], [-0.122, -2.625, 5.211], [1.017, -1.817, 5.257], [1.199, -0.795, 4.321], [-0.493, 1.976, 2.225], [-0.086, 3.257, 1.800], [-0.961, 4.340, 1.898], [-2.248, 4.164, 2.416], [-2.648, 2.902, 2.865], [-1.767, 1.820, 2.801], [2.965, 0.310, 2.028], [2.338, 1.614, 3.085], [2.474, 1.864, 1.315], [-1.700, -1.206, 2.550], [-2.008, -2.998, 4.207], [-0.257, -3.430, 5.935], [1.773, -1.977, 6.027], [2.077, -0.152, 4.384], [0.918, 3.412, 1.401], [-0.633, 5.326, 1.566], [-2.935, 5.009, 2.476], [-3.647, 2.755, 3.276], [-2.073, 0.857, 3.208]],
  "multiplicity": 3,
  "total_charge": 1,
  "orbital_gap_ev": [7.632, 6.947],
  "lumo_ev": [-3.128, -3.274]
}